[1]
DFT (the ωB97M-V functional and the def2-TZVPD basis) results for C39H41N2O3P2PdS2Si as an isolated structure.

Atoms and positions in Å:
Pd 0.477 0.239 0.356
C 2.398 -2.407 1.333
P 1.581 -0.992 2.227
C 2.899 -0.330 3.270
C 2.690 -0.098 4.626
C 3.695 0.474 5.394
C 4.906 0.816 4.814
C 5.113 0.599 3.457
C 4.111 0.039 2.686
C 0.372 -1.703 3.366
C 0.554 -2.926 4.012
C -0.409 -3.398 4.888
C -1.550 -2.645 5.137
C -1.726 -1.418 4.515
C -0.769 -0.948 3.627
C 1.906 -2.539 -0.063
C 1.934 -3.674 -0.960
C 1.332 -3.268 -2.113
C 0.936 -1.899 -1.905
C 0.168 -0.957 -2.759
P 0.583 0.763 -2.218
C -0.268 1.868 -3.357
C 0.220 3.165 -3.494
C -0.423 4.058 -4.336
C -1.550 3.665 -5.042
C -2.047 2.376 -4.897
C -1.416 1.482 -4.049
C 2.323 0.873 -2.747
C 3.353 1.068 -1.836
C 4.669 1.108 -2.283
C 4.958 0.953 -3.629
C 3.928 0.768 -4.544
C 2.616 0.733 -4.106
N 1.327 -1.504 -0.680
H 2.303 -3.349 1.875
H 3.471 -2.187 1.304
H 1.751 -0.366 5.092
H 3.529 0.647 6.449
H 5.689 1.257 5.417
H 6.051 0.879 2.998
H 4.268 -0.076 1.620
H 1.453 -3.509 3.850
H -0.267 -4.348 5.385
H -2.299 -3.015 5.824
H -2.608 -0.825 4.717
H -0.907 0.011 3.136
H 2.357 -4.638 -0.732
H 1.163 -3.833 -3.015
H -0.903 -1.129 -2.602
H 0.379 -1.113 -3.818
H 1.090 3.481 -2.932
H -0.040 5.065 -4.436
H -2.046 4.364 -5.702
H -2.931 2.070 -5.442
H -1.828 0.488 -3.928
H 3.137 1.222 -0.788
H 5.468 1.275 -1.573
H 5.984 0.989 -3.969
H 4.146 0.663 -5.598
H 1.818 0.618 -4.830
C -6.256 0.285 0.738
Si -5.264 -0.096 -0.799
C -6.153 -1.354 -1.863
C -4.977 1.461 -1.791
C -3.652 -0.937 -0.223
C -3.761 -2.251 0.217
C -2.661 -2.977 0.672
C -1.443 -2.344 0.700
N -1.301 -1.075 0.308
C -2.359 -0.390 -0.156
S -1.921 1.216 -0.676
H -7.227 0.710 0.477
H -5.737 1.006 1.373
H -6.435 -0.614 1.331
H -7.034 -0.897 -2.319
H -6.499 -2.222 -1.299
H -5.512 -1.713 -2.671
H -5.959 1.888 -2.015
H -4.482 1.257 -2.743
H -4.404 2.225 -1.268
H -4.727 -2.742 0.198
H -2.756 -4.003 0.998
H -0.551 -2.850 1.047
C 1.728 4.115 2.164
S 1.279 2.834 1.044
O 1.059 3.404 -0.264
O 2.367 1.820 1.073
O 0.075 2.169 1.620
H 2.643 4.576 1.801
H 1.879 3.676 3.147
H 0.922 4.844 2.187

Forces on the atoms, in the same order (eV/Å):
Pd 0.41 -0.15 0.29
C 0.03 -0.02 -0.01
P -0.04 0.07 -0.05
C 0.01 0.02 -0.02
C -0.01 -0.03 0.03
C 0.01 0.01 0.01
C 0.02 0.00 -0.01
C -0.01 0.00 0.02
C 0.03 0.02 -0.02
C 0.06 -0.10 0.04
C 0.01 0.01 -0.01
C -0.04 0.01 0.01
C 0.01 -0.03 0.01
C 0.01 0.02 -0.02
C -0.04 0.06 -0.02
C -0.02 -0.05 -0.05
C 0.00 -0.01 -0.03
C -0.01 -0.07 -0.01
C 0.04 0.03 0.01
C 0.03 -0.08 0.00
P 0.14 0.12 0.07
C -0.12 -0.06 -0.03
C 0.04 0.06 0.02
C 0.00 -0.01 0.01
C 0.00 0.00 0.01
C 0.00 0.04 -0.01
C 0.02 -0.03 -0.05
C -0.02 -0.04 -0.09
C 0.05 0.01 0.02
C -0.01 0.00 0.02
C 0.02 0.00 0.00
C 0.00 0.00 0.01
C 0.00 0.01 -0.03
N -0.03 0.22 0.14
H -0.01 0.00 -0.02
H 0.00 0.02 0.02
H -0.01 -0.01 -0.02
H 0.00 0.00 0.00
H 0.00 0.00 0.00
H 0.01 0.00 0.00
H -0.03 -0.02 0.00
H 0.00 0.00 0.00
H 0.00 0.00 0.00
H 0.00 0.00 0.00
H -0.01 0.00 0.00
H 0.01 -0.02 -0.01
H 0.00 -0.02 -0.02
H 0.02 -0.03 0.00
H -0.01 0.01 0.02
H -0.01 0.00 0.00
H 0.01 -0.02 0.01
H -0.01 0.01 -0.01
H 0.00 0.00 -0.01
H 0.00 -0.01 0.00
H 0.02 0.01 0.00
H -0.02 0.00 -0.01
H 0.01 0.00 0.00
H 0.00 0.00 -0.01
H 0.01 0.00 0.00
H -0.01 0.00 0.01
C 0.07 -0.02 0.01
Si 0.04 0.12 0.00
C 0.01 0.03 -0.01
C -0.09 -0.07 -0.05
C -0.07 -0.14 0.02
C 0.04 -0.04 0.01
C -0.04 0.04 -0.03
C 0.01 -0.03 -0.01
N -0.26 0.14 0.05
C 0.11 0.15 -0.03
S -0.14 -0.04 0.04
H -0.01 0.00 -0.02
H 0.01 0.01 0.00
H 0.00 -0.01 0.00
H -0.01 0.01 0.01
H 0.01 0.00 0.02
H 0.00 0.01 -0.01
H 0.00 -0.01 -0.03
H 0.04 0.00 0.01
H -0.01 0.00 0.05
H -0.01 0.01 0.00
H 0.02 -0.01 0.01
H 0.01 0.00 0.01
C 0.01 0.04 0.01
S 0.02 -0.65 0.18
O 0.03 0.18 0.00
O -0.29 0.30 -0.30
O 0.03 0.06 -0.17
H 0.00 -0.02 -0.02
H 0.01 -0.03 0.00
H -0.02 -0.02 -0.02

- spin multiplicity = 5
- total charge = +1
- HOMO (alpha / beta) (eV) = -10.2 / -10.6

[2]
DFT (the ωB97M-V functional and the def2-TZVPD basis) results for C39H41N4O5STi as an isolated structure.

Atoms and positions in Å:
Ti -0.253 0.620 -0.665
O 0.465 -0.964 0.004
C 0.382 -2.145 -0.559
C 1.516 -2.979 -0.603
C 1.472 -4.224 -1.192
C 0.288 -4.708 -1.748
C -0.847 -3.935 -1.671
C -0.833 -2.665 -1.080
C -2.081 -1.948 -0.938
N -2.176 -0.769 -0.470
C -3.487 -0.199 -0.258
C -3.445 0.503 1.101
N -2.334 1.412 1.022
C -2.475 2.623 1.371
C -1.406 3.583 1.151
C -1.228 4.684 1.986
C -0.158 5.537 1.812
C 0.712 5.324 0.746
C 0.498 4.293 -0.146
C -0.544 3.374 0.048
O -0.745 2.367 -0.785
H 2.430 -2.594 -0.170
H 2.362 -4.838 -1.220
H 0.259 -5.674 -2.233
H -1.783 -4.307 -2.074
H -2.988 -2.492 -1.237
H -4.277 -0.958 -0.295
H -3.665 0.550 -1.038
H -3.241 -0.236 1.879
H -4.399 0.999 1.320
H -3.404 2.987 1.830
H -1.923 4.834 2.805
H -0.001 6.365 2.490
H 1.558 5.985 0.603
H 1.146 4.160 -1.003
C 0.382 1.288 2.678
O 0.775 1.235 1.309
C 2.019 1.783 1.025
C 2.852 2.339 1.977
C 4.053 2.929 1.601
C 4.421 2.953 0.267
C 3.602 2.385 -0.691
C 2.387 1.788 -0.335
N 1.519 1.245 -1.275
N 1.846 1.543 -2.531
C 1.182 1.044 -3.574
C 0.048 0.192 -3.474
O -0.569 0.067 -2.305
C -0.383 -0.534 -4.596
C 0.221 -0.380 -5.813
C 1.242 0.589 -6.001
C 1.819 0.826 -7.267
C 2.763 1.804 -7.439
C 3.160 2.595 -6.352
C 2.647 2.356 -5.100
C 1.698 1.342 -4.893
H 0.317 2.326 3.013
H 1.103 0.752 3.300
H -0.591 0.815 2.754
H 2.580 2.350 3.022
H 4.685 3.377 2.356
H 5.350 3.421 -0.032
H 3.859 2.400 -1.738
H -1.205 -1.229 -4.469
H -0.095 -0.973 -6.662
H 1.498 0.219 -8.105
H 3.202 1.974 -8.414
H 3.879 3.390 -6.500
H 2.957 2.944 -4.247
C 0.308 -2.288 5.474
C 0.462 -3.257 4.302
C 0.489 -2.572 2.941
S -1.121 -1.933 2.320
O -1.790 -1.242 3.461
C -1.981 -3.580 2.163
C -3.018 -3.828 3.248
C -4.330 -3.088 2.999
H 0.259 -2.848 6.409
H -0.600 -1.702 5.369
H 1.157 -1.605 5.530
H -0.353 -3.985 4.329
H 1.393 -3.818 4.419
H 0.820 -3.249 2.151
H 1.152 -1.704 2.947
H -1.212 -4.352 2.144
H -2.449 -3.547 1.179
H -2.618 -3.508 4.213
H -3.210 -4.903 3.302
H -4.185 -2.016 3.121
H -5.084 -3.411 3.717
H -4.707 -3.285 1.994

Forces on the atoms, in the same order (eV/Å):
Ti -1.20 -0.28 1.49
O 0.68 -0.96 0.43
C -0.17 -0.86 -0.14
C 0.04 0.28 0.09
C -0.09 -0.05 -0.02
C -0.01 -0.05 -0.07
C -0.05 0.05 0.03
C 0.36 0.13 0.01
C -0.20 0.11 0.10
N 0.02 -0.12 -0.47
C -0.14 0.11 0.13
C -0.19 -0.17 -0.16
N 0.10 0.07 0.26
C -0.11 -0.12 0.04
C 0.24 -0.06 -0.35
C 0.00 -0.14 0.04
C 0.05 0.07 0.04
C -0.13 0.06 0.02
C -0.07 -0.22 -0.28
C -0.17 1.00 0.51
O -0.42 1.45 -0.21
H 0.02 0.00 -0.03
H 0.05 0.04 -0.01
H 0.01 -0.03 0.04
H -0.02 0.01 0.01
H 0.03 -0.04 0.15
H 0.02 0.04 -0.02
H -0.07 -0.04 0.04
H -0.03 0.03 0.06
H 0.05 0.01 -0.01
H -0.01 -0.06 -0.02
H -0.01 0.02 0.01
H 0.00 0.00 0.01
H 0.00 0.01 -0.05
H 0.02 -0.03 0.00
C -0.23 -0.09 0.16
O 0.52 0.34 -0.17
C 0.23 -0.07 -0.36
C -0.06 0.00 0.16
C 0.02 0.02 -0.08
C 0.03 0.05 0.09
C -0.23 -0.14 0.06
C 0.45 0.18 0.31
N 0.26 -0.11 -0.69
N 0.45 0.42 0.14
C -0.61 -0.48 0.30
C 0.88 0.49 -0.79
O -0.06 -0.33 -1.16
C -0.19 -0.07 0.04
C -0.12 -0.05 0.04
C 0.17 0.16 0.15
C 0.05 0.03 -0.04
C -0.07 -0.06 -0.11
C 0.02 -0.02 0.17
C 0.13 0.05 -0.01
C -0.09 -0.20 -0.12
H 0.00 -0.02 -0.06
H -0.02 -0.03 -0.07
H 0.03 -0.02 -0.01
H -0.07 -0.02 -0.01
H 0.01 -0.02 0.02
H 0.02 -0.01 -0.01
H 0.06 -0.01 -0.01
H 0.01 -0.01 0.02
H -0.05 0.01 0.01
H -0.02 0.01 -0.01
H -0.04 0.00 -0.02
H 0.02 0.00 0.01
H 0.03 0.02 -0.02
C -0.01 -0.13 -0.02
C -0.14 0.17 0.05
C -0.32 0.08 -0.13
S 0.26 -1.06 0.40
O -0.25 0.39 0.30
C 0.23 0.26 -0.06
C -0.08 0.22 0.02
C 0.10 -0.05 0.09
H 0.05 0.05 0.05
H 0.00 0.03 0.03
H 0.02 0.01 0.00
H 0.06 -0.08 -0.01
H -0.03 -0.04 -0.06
H 0.08 0.06 -0.06
H 0.01 0.01 -0.07
H 0.02 0.00 -0.06
H -0.03 -0.10 -0.04
H 0.00 -0.10 0.02
H 0.07 -0.01 0.00
H -0.02 0.02 -0.05
H -0.06 0.04 -0.03
H -0.04 -0.02 -0.01

- spin multiplicity = 2
- total charge = 0
- HOMO (alpha / beta) (eV) = -6.0 / -7.2

The evaluated DFT total energy for the records listed, in turn: -101831.5690, -91258.7213 eV.